No. 1
The following is a quantum chemistry calculation of a structure of composition C29H47CsFNO10PSb, from the OMol25 dataset.

Output
energy relative to the best compared isomer or geometry (same formula, charge and spin): 81.0 kJ/mol
Kohn-Sham gap: 4.891 eV
highest occupied orbital energy: -1.18 eV
charge: -2

The geometry in XYZ format:
```
91
C29H47CsFNO10PSb | the OMol25 dataset | wB97M-V/def2-TZVPD
Cs -0.980 -0.281 -0.616
Sb 3.564 -1.212 -1.114
P -0.283 0.839 3.110
F 6.348 3.968 5.256
O -4.051 -2.629 -2.756
O -3.556 1.118 -0.418
O 0.373 1.815 4.245
O -0.519 3.056 -1.151
O -1.918 -0.099 -3.178
O -1.749 0.587 3.750
O -2.881 1.570 -4.315
O 0.377 -0.601 3.554
O -3.017 -2.201 -0.803
O 1.109 4.465 -1.739
N 2.840 2.660 -2.395
C 5.509 2.061 4.088
C 4.243 3.736 2.278
C 1.253 2.872 3.806
C 4.773 1.521 3.047
C 0.996 1.407 -3.295
C 2.362 -0.717 4.936
C -1.942 0.125 5.089
C 5.256 -0.691 -2.341
C 1.811 -0.669 3.527
C -3.785 -1.923 -1.772
C 3.308 1.794 1.047
C 3.672 -3.299 -1.689
C -5.836 0.920 -0.135
C -2.874 0.667 -3.451
C 1.801 2.068 -4.412
C 0.582 3.245 -1.593
C 0.579 4.215 3.973
C -4.556 0.086 -0.297
C -3.429 0.112 5.359
C 4.758 -1.516 0.641
C 3.170 2.230 -3.762
C 5.609 3.432 4.221
C -4.180 0.609 -2.610
C 4.092 2.325 2.079
C -5.542 2.102 -1.090
C -4.128 1.755 -1.579
C 1.513 2.117 -2.035
C 4.979 4.271 3.318
C -4.569 -0.589 -1.676
H 6.052 -1.415 -2.165
H 3.029 -3.897 -1.043
H -0.085 1.441 -3.420
H 2.161 2.805 4.406
H 5.611 0.307 -2.082
H 1.542 2.704 2.765
H -4.300 -0.573 0.528
H 0.271 4.369 5.010
H 3.749 4.407 1.584
H -3.847 1.114 5.261
H 1.608 1.428 -1.197
H -0.303 4.285 3.334
H 3.450 -0.805 4.906
H 1.950 -1.571 5.479
H -4.977 0.803 -3.327
H -6.244 2.169 -1.922
H 2.661 2.451 0.481
H 3.804 2.972 -4.253
H 2.103 0.196 5.471
H 3.529 2.393 -1.696
H -1.513 -0.873 5.189
H 2.076 -1.574 2.975
H -5.547 3.055 -0.558
H 6.005 1.416 4.805
H -6.728 0.355 -0.406
H 1.831 1.467 -5.321
H 5.600 -2.164 0.388
H 2.226 0.184 2.982
H -3.511 2.598 -1.879
H 4.701 0.441 2.973
H -3.625 -0.252 6.371
H -3.936 -0.540 4.648
H 5.121 -0.549 0.985
H 3.079 0.738 1.036
H -5.945 1.265 0.896
H 3.332 -3.430 -2.717
H 3.701 1.271 -3.769
H 4.980 -0.706 -3.395
H 1.380 3.045 -4.663
H 4.700 -3.653 -1.601
H -1.418 0.794 5.776
H -5.594 -0.874 -1.926
H 1.274 5.009 3.692
H 2.025 4.271 -2.063
H 5.065 5.345 3.438
H 4.170 -1.978 1.434
H 1.273 0.350 -3.236
```

Let us look at the Mulliken charges, expressed in e, one per atom: 1.271 0.697 0.737 -0.405 -0.844 -0.564 -0.407 -0.513 -0.747 -0.184 -0.859 -0.458 -0.774 -0.604 -0.667 -0.977 -0.360 0.746 0.164 -0.058 -1.392 -0.049 -1.572 0.746 0.153 -0.827 -1.360 -0.890 -0.194 -0.780 -0.230 -1.566 0.182 -1.282 -1.357 -0.326 0.468 0.338 0.497 -0.902 -0.440 1.564 -0.657 -0.001 0.502 0.362 0.084 0.089 0.391 -0.321 0.530 0.325 0.395 0.300 -0.360 0.311 0.389 0.365 0.510 0.364 0.156 0.403 0.230 0.275 0.242 0.305 0.299 0.370 0.403 0.446 0.551 -0.564 0.639 0.271 0.371 0.298 0.286 -0.370 0.295 0.356 -0.128 0.412 0.309 0.373 0.231 0.210 0.432 0.474 0.367 0.354 0.151



No. 2
The following is a quantum chemistry calculation of a structure of composition C20H39N7O2S3Se2Tc, from the OMol25 dataset.

Output
energy relative to the best compared isomer or geometry (same formula, charge and spin): 3.2 kJ/mol
spin multiplicity: 2
Kohn-Sham gap (spin up / spin down): 6.222 / 6.245 eV
highest occupied orbital energy (spin up / spin down): -11.45 / -11.57 eV
charge: +2

The geometry in XYZ format:
```
74
C20H39N7O2S3Se2Tc | the OMol25 dataset | wB97M-V/def2-TZVPD
Tc -0.727 1.111 -0.769
Se -0.191 -1.135 -0.198
Se -1.036 0.731 -3.173
S -2.831 0.676 0.411
S 1.988 -1.256 0.678
S -3.121 0.490 3.415
O -0.309 -3.868 -4.016
O 2.157 -0.299 -4.106
N 0.730 -1.277 3.027
N -0.212 1.600 1.198
N -4.596 4.208 -3.268
N -1.501 3.172 -1.348
N 1.275 1.986 -0.936
N 2.474 -2.821 2.701
N -0.963 1.246 2.302
C 2.152 -4.731 4.263
C -4.641 -0.206 2.749
C -2.172 0.844 1.994
C -2.890 3.184 -1.816
C 3.067 2.889 0.382
C -0.600 -1.090 -3.759
C 0.416 -0.875 5.457
C 0.858 -3.075 -3.915
C 0.540 -1.839 -3.058
C -3.231 4.411 -2.652
C 3.823 3.088 -0.763
C 2.010 2.189 -2.033
C 1.827 -1.021 -2.931
C 1.800 2.341 0.264
C 3.284 2.734 -1.987
C 0.068 -1.740 4.257
C 2.742 -3.347 4.047
C 0.124 -2.372 -1.689
C 0.959 2.079 1.425
C 1.671 -1.841 2.303
H 3.060 -3.187 1.966
H -4.868 4.996 -3.859
H 1.483 -0.889 5.679
H 2.742 -0.822 -4.661
H 4.815 3.513 -0.697
H -1.509 -1.683 -3.696
H 3.826 -3.386 4.148
H -4.605 3.364 -3.848
H -5.228 -0.486 3.622
H -0.821 -2.908 -1.771
H -0.149 -4.606 -4.611
H -0.351 -0.978 -4.812
H 2.649 -1.680 -2.630
H 2.564 -5.444 3.549
H 0.864 -3.074 -1.300
H 1.308 2.246 2.438
H -5.189 0.531 2.170
H 3.448 3.149 1.360
H -1.001 -1.671 4.056
H 0.121 0.158 5.274
H -3.543 3.099 -0.946
H -4.438 -1.088 2.147
H 0.296 -2.790 4.415
H 3.836 2.864 -2.907
H -2.538 4.535 -3.483
H 2.388 -2.627 4.779
H 2.397 -5.082 5.265
H -3.271 5.334 -2.076
H 1.697 -0.287 -2.138
H -1.361 3.840 -0.595
H -3.030 2.286 -2.425
H 1.675 -3.639 -3.444
H 1.194 -2.742 -4.904
H -5.316 4.094 -2.550
H -0.122 -1.229 6.335
H 1.068 -4.736 4.152
H -0.867 3.421 -2.105
H 1.560 1.882 -2.969
H 0.267 -0.470 2.614
```

Let us look at the Mulliken charges, expressed in e, one per atom: 0.116 0.230 -0.313 -0.295 -0.584 0.064 -0.513 -0.532 0.295 0.831 -0.278 -0.278 0.597 -0.097 -1.402 -1.039 -0.892 0.478 -0.848 -1.008 -1.491 -1.149 -1.393 2.286 -0.701 -0.471 -0.268 -0.612 0.741 -1.068 -0.341 -0.362 -1.593 -0.664 0.971 0.288 0.372 0.305 0.381 0.454 0.614 0.402 0.354 0.393 0.634 0.348 0.484 0.603 0.361 0.567 0.343 0.304 0.517 0.308 0.327 0.528 0.279 0.130 0.474 0.416 0.029 0.346 0.370 -0.364 0.276 0.325 0.440 0.500 0.361 0.390 0.276 0.263 0.553 -0.368



No. 3
The following is a quantum chemistry calculation of a structure of composition C28H28BrN3OTc, from the OMol25 dataset.

Output
spin multiplicity: 4
Kohn-Sham gap (spin up / spin down): 6.202 / 6.240 eV
highest occupied orbital energy (spin up / spin down): -13.73 / -13.87 eV
charge: +2

The geometry in XYZ format:
```
62
C28H28BrN3OTc | the OMol25 dataset | wB97M-V/def2-TZVPD
Tc -0.391 -0.197 0.110
Br 2.339 -6.647 -2.557
O 1.042 -1.482 0.221
N -1.227 -1.346 -1.418
N -2.242 0.807 -0.212
N 0.530 1.564 0.400
C 1.141 2.272 -0.780
C 3.942 0.995 3.992
C -3.057 -1.219 -3.117
C 2.754 -4.488 -0.765
C 1.614 1.206 -1.766
C 1.892 -5.032 -1.729
C -4.779 0.463 -2.876
C 0.053 0.453 2.313
C 0.438 -0.342 3.443
C -4.121 0.958 -1.723
C 1.690 -0.132 3.923
C 2.467 -3.299 -0.125
C -0.543 -1.281 4.072
C 0.021 3.107 -1.394
C 0.738 -4.368 -2.048
C 1.015 1.277 1.625
C -4.587 2.059 -0.974
C -3.887 2.506 0.113
C -0.774 -2.501 -1.826
C 1.295 -2.619 -0.442
C -2.696 1.856 0.455
C 2.295 1.476 2.188
C 2.606 0.801 3.338
C -2.425 -0.784 -1.987
C 2.304 3.181 -0.403
C -2.939 0.333 -1.296
C -4.247 -0.592 -3.555
C 0.420 -3.141 -1.412
H 0.060 -4.768 -2.791
H 2.359 0.547 -1.318
H 0.403 3.668 -2.247
H -4.732 -0.963 -4.447
H -0.800 2.483 -1.754
H 4.030 0.417 4.909
H 4.742 0.686 3.316
H -2.082 2.211 1.273
H -1.001 0.714 2.245
H 2.043 3.875 0.396
H 2.555 3.770 -1.286
H -5.692 0.938 -3.209
H -4.216 3.351 0.700
H 3.665 -5.018 -0.519
H -5.504 2.554 -1.273
H 3.198 2.624 -0.132
H -0.254 -1.528 5.091
H 4.102 2.047 4.229
H 3.134 -2.894 0.621
H -1.363 -3.031 -2.569
H 2.005 -0.654 4.819
H -2.671 -2.038 -3.708
H 3.020 2.120 1.722
H 0.784 0.595 -2.151
H -0.602 -2.213 3.506
H -0.378 3.821 -0.672
H 2.057 1.685 -2.639
H -1.543 -0.843 4.097
```

Let us look at the Mulliken charges, expressed in e, one per atom: -0.044 -0.116 -0.267 0.194 0.269 0.727 1.438 -1.480 -0.841 -0.304 -1.497 -0.478 -0.900 0.719 -0.387 1.040 -0.983 -0.899 -1.681 -1.540 -0.776 2.429 -0.518 -1.144 0.283 0.547 -0.037 -1.196 0.467 0.362 -2.071 0.629 -1.141 0.241 0.533 0.303 0.521 0.429 0.241 0.408 0.348 0.470 -0.188 0.457 0.514 0.458 0.455 0.447 0.488 0.464 0.437 0.374 0.501 0.251 0.382 0.364 0.410 0.303 0.328 0.356 0.534 0.369



No. 4
The following is a quantum chemistry calculation of the molecule CH2ClOP, from the OMol25 dataset.

Output
energy relative to the best compared isomer or geometry (same formula, charge and spin): 66.5 kJ/mol
Kohn-Sham gap: 9.090 eV
highest occupied orbital energy: -9.44 eV

The geometry in XYZ format:
```
6
CH2ClOP | the OMol25 dataset | wB97M-V/def2-TZVPD
Cl 0.037 1.661 -0.005
P 1.259 -0.529 0.569
O 1.790 -0.999 -0.689
C -0.665 0.061 0.140
H -0.779 -0.506 -0.803
H -1.643 0.311 0.788
```

Let us look at the Mulliken charges, expressed in e, one per atom: -0.139 0.392 -0.392 -0.431 0.279 0.290



no.,largest force on an atom (eV/A)
1,0.409
2,0.317
3,0.694
4,3.146